No. 1
Molecular formula: C3H5B
Method: DFT, the ωB97M-V functional and the def2-TZVPD basis

Geometry as XYZ:
```
9
C3H5B, DFT the ωB97M-V functional and the def2-TZVPD basis
B -1.44 -0.03 0.20
C -0.02 -0.02 -0.54
C 1.22 0.55 0.16
C 1.28 -0.72 0.05
H -2.34 0.44 -0.40
H -1.71 -0.08 1.25
H -0.17 0.09 -1.62
H 1.55 1.55 0.58
H 1.63 -1.78 0.33
```

Results
DFT total energy = -142.0017 Eh
ΔE to the lowest compared entry with this formula, charge and spin = 181.2 kJ/mol
orbital gap = 9.77 eV
net charge = 0
molar mass = 51.9 g/mol



No. 2
Molecular formula: C3H5BN2O2S
Method: DFT, the ωB97M-V functional and the def2-TZVPD basis

Geometry as XYZ:
```
14
C3H5BN2O2S, DFT the ωB97M-V functional and the def2-TZVPD basis
B 0.25 1.34 -0.37
C 0.61 -1.58 1.19
C -0.79 -1.31 1.41
C -0.05 -0.34 -0.41
N 1.08 -1.09 0.14
N -1.19 -0.63 0.38
O -0.64 2.17 -0.94
O 1.49 1.65 -0.04
S -0.41 -0.80 -2.16
H 1.34 -2.23 1.82
H -1.48 -1.84 2.06
H -0.27 3.03 -1.11
H 1.73 2.65 -0.25
H -1.67 -1.03 -1.71
```

Results
DFT total energy = -800.2517 Eh
orbital gap (spin up / spin down) = 5.19 / 5.42 eV
net charge = 0
molar mass = 144.0 g/mol
2S+1 = 3



What is the DFT total energy in the second record? -800.2517 Eh



Copy entry 2 word for word.
Molecular formula: C3H5BN2O2S
Method: DFT, the ωB97M-V functional and the def2-TZVPD basis

Geometry as XYZ:
```
14
C3H5BN2O2S, DFT the ωB97M-V functional and the def2-TZVPD basis
B 0.25 1.34 -0.37
C 0.61 -1.58 1.19
C -0.79 -1.31 1.41
C -0.05 -0.34 -0.41
N 1.08 -1.09 0.14
N -1.19 -0.63 0.38
O -0.64 2.17 -0.94
O 1.49 1.65 -0.04
S -0.41 -0.80 -2.16
H 1.34 -2.23 1.82
H -1.48 -1.84 2.06
H -0.27 3.03 -1.11
H 1.73 2.65 -0.25
H -1.67 -1.03 -1.71
```

Results
DFT total energy = -800.2517 Eh
orbital gap (spin up / spin down) = 5.19 / 5.42 eV
net charge = 0
molar mass = 144.0 g/mol
2S+1 = 3



Which of these has the highest DFT total energy? C3H5B